34
Properties=species:S:1:pos:R:3:forces:R:3 method="wB97M-V/def2-TZVPD" e_tot_ha=-945.38109 lumo_ev=0.336 gap_ha=0.2695 homo_energy_ev=-7.00
Hg 0.105322 2.369859 -0.913243 -3.12 -3.69 3.26
Si 1.375288 -2.035928 -0.610277 -0.68 0.87 0.58
N -0.801977 0.971758 0.721275 -0.70 -0.14 0.63
N 0.504551 -0.584880 -0.189328 1.40 -0.91 -1.31
C -2.190873 2.769798 1.518809 -0.36 -0.74 0.21
C 2.347686 -2.586441 0.908308 0.18 -0.17 -0.10
C -2.191033 -0.901442 2.365681 2.32 -1.47 -1.93
C -0.384721 3.999682 -1.987711 -0.11 2.14 -1.40
C -1.816159 1.313230 1.547287 0.50 0.87 -0.75
C -1.172730 -1.337197 1.481236 -1.32 1.62 1.25
C 2.556739 -1.577869 -1.998861 0.12 -0.08 -0.11
C -2.493804 0.436809 2.342419 -1.12 1.26 1.00
C 0.214812 -3.416968 -1.166867 0.09 -0.19 -0.13
C -0.433860 -0.371279 0.656674 -0.61 0.25 0.04
H 0.467245 4.548278 -2.493705 -0.98 -0.75 0.59
H 2.958779 -3.466165 0.664371 -0.03 0.12 0.16
H -1.319577 3.361816 1.777494 0.02 0.33 -0.04
H -3.288947 0.835770 2.973556 0.22 -0.09 -0.15
H -1.112936 3.678041 -2.739579 0.03 0.45 0.11
H -0.335456 -3.139691 -2.076797 0.15 -0.01 0.17
H -0.973689 -2.377897 1.415924 0.47 -0.60 -0.15
H 2.042133 -1.296452 -2.930534 0.03 -0.13 0.29
H 0.800668 -4.319239 -1.393740 -0.15 0.10 0.00
H -0.841441 4.673943 -1.250208 -0.10 0.03 -0.52
H 1.693408 -2.849407 1.751094 0.07 0.05 -0.24
H -2.988453 2.916759 2.248637 0.09 0.35 -0.14
H 3.211267 -0.736161 -1.724348 -0.20 -0.26 0.05
H 1.540899 3.021022 -1.668284 2.00 0.61 -0.84
H 2.108690 2.606291 -1.402231 1.55 -0.27 -0.03
H 3.197906 -2.442834 -2.217618 -0.04 0.18 -0.06
H 3.018268 -1.786331 1.254074 -0.15 -0.18 -0.14
H -2.708776 -1.590641 3.029254 0.09 0.03 -0.27
H -0.532659 -3.691779 -0.408894 0.26 0.12 -0.13
H -2.556568 3.005544 0.516134 0.05 0.28 0.11